(1)
Here is a single C25H31FN4O3 molecule from the Open Molecules 2025 dataset. Energies are from the ωB97M-V functional and the def2-TZVPD basis.

Properties
- Orbital gap: 7.6 eV
- HOMO energy: -7.8 eV
- ΔE to the lowest compared entry with this formula, charge and spin: 0.911 eV
- 2S+1: 1
- DFT total energy: -41249.8922 eV
- Total charge: 0
- SMILES: CCN(CC)CCCN(Cc1cc2cc(OC)ccc2[nH]c1=O)C(=O)Nc1ccc(F)cc1
- E_LUMO: -0.2665 eV

Geometry as XYZ:
```
64
C25H31FN4O3 (the ωB97M-V functional and the def2-TZVPD basis)
C 2.431 -1.320 -2.972
H 2.962 -2.215 -2.653
H 2.820 -1.030 -3.944
H 1.378 -1.565 -3.085
C 2.651 -0.198 -1.944
N 2.053 1.087 -2.213
C 2.426 1.729 -3.456
C 3.918 2.052 -3.510
H 4.517 1.152 -3.626
H 4.120 2.705 -4.355
H 4.218 2.557 -2.596
H 2.155 1.135 -4.346
H 1.867 2.667 -3.504
C 0.675 1.274 -1.822
C -0.410 0.713 -2.760
H -0.408 -0.379 -2.752
H -0.210 1.036 -3.782
C -1.797 1.228 -2.371
N -2.194 0.908 -1.013
C -2.191 1.941 -0.103
O -1.716 3.024 -0.391
N -2.755 1.650 1.110
C -2.813 2.463 2.239
C -3.518 1.969 3.340
C -3.611 2.703 4.505
C -2.994 3.939 4.564
C -2.290 4.450 3.491
C -2.199 3.711 2.326
H -1.659 4.095 1.478
H -1.820 5.417 3.569
F -3.080 4.664 5.707
H -4.155 2.331 5.359
H -3.990 1.000 3.273
H -3.249 0.773 1.231
C -2.699 -0.427 -0.747
C -1.882 -1.212 0.255
C -0.659 -1.717 -0.024
C 0.091 -2.467 0.930
C 1.366 -2.977 0.650
C 2.055 -3.693 1.609
C 1.459 -3.919 2.863
C 0.209 -3.433 3.149
C -0.490 -2.697 2.188
N -1.738 -2.191 2.435
C -2.483 -1.446 1.563
O -3.581 -1.017 1.904
H -2.154 -2.352 3.346
H -0.239 -3.612 4.115
H 2.016 -4.485 3.593
O 3.296 -4.219 1.451
C 3.967 -4.000 0.233
H 4.110 -2.932 0.041
H 3.432 -4.455 -0.607
H 4.938 -4.480 0.341
H 1.785 -2.792 -0.325
H -0.216 -1.562 -0.996
H -2.692 -0.963 -1.699
H -3.738 -0.389 -0.393
H -2.548 0.828 -3.062
H -1.800 2.318 -2.443
H 0.549 0.840 -0.826
H 0.505 2.351 -1.725
H 2.280 -0.522 -0.967
H 3.731 -0.044 -1.843
```

***

(2)
Here is a molecular structure, C25H31FeO2Si from the Open Molecules 2025 dataset. Energies are from the ωB97M-V functional and the def2-TZVPD basis.

Properties
- Orbital gap (spin up / spin down): 3.7 / 5.1 eV
- HOMO energy (spin up / spin down): -1.1 / -2.5 eV
- 2S+1: 5
- DFT total energy: -72784.5911 eV
- ⟨S²⟩: 6.134
- Total charge: -1
- E_LUMO (spin up / spin down): 2.5868 / 2.5834 eV

Geometry as XYZ:
```
60
C25H31FeO2Si (the ωB97M-V functional and the def2-TZVPD basis)
C 0.220 -3.553 -2.300
Si 0.688 -1.986 -3.209
C 2.540 -1.796 -3.307
C -0.233 -1.841 -4.823
O 0.109 -0.700 -2.178
C 0.241 0.581 -2.505
C -0.247 1.579 -1.707
C -0.052 2.982 -2.058
C 0.281 3.145 -3.549
C 1.347 2.171 -3.937
O 0.878 0.803 -3.648
H 0.552 -4.424 -2.887
H 0.693 -3.621 -1.310
H -0.866 -3.645 -2.156
H 2.963 -2.568 -3.966
H 2.837 -0.816 -3.706
H 3.004 -1.907 -2.317
H 0.112 -2.613 -5.527
H -1.312 -1.983 -4.675
H -0.091 -0.863 -5.303
H -0.763 1.278 -0.802
H -0.959 3.554 -1.830
H 0.783 3.413 -1.481
H -0.629 2.993 -4.142
H 0.640 4.161 -3.735
H 1.549 2.194 -5.008
H 2.260 2.344 -3.359
C -4.090 -0.153 3.178
C -3.111 0.921 3.286
C -2.231 0.615 4.403
C -2.665 -0.645 4.983
C -3.814 -1.119 4.228
Fe -2.248 -0.836 3.052
C -1.369 -2.544 2.531
C -2.363 -2.127 1.561
C -2.023 -0.798 1.111
C -0.765 -0.392 1.756
C -0.087 0.849 1.565
C 1.299 1.055 1.766
C 1.764 2.389 1.967
C 3.109 2.659 2.153
C 4.056 1.622 2.118
C 3.626 0.303 1.899
C 2.276 0.009 1.731
C -0.416 -1.478 2.688
H -4.919 -0.192 2.476
H -3.084 1.827 2.686
H -1.438 1.253 4.784
H -2.263 -1.100 5.883
H -4.412 -1.995 4.464
H -1.324 -3.518 3.013
H -3.196 -2.732 1.210
H -2.512 -0.191 0.353
H -0.705 1.705 1.271
H 1.015 3.184 2.008
H 3.432 3.685 2.331
H 5.115 1.842 2.259
H 4.361 -0.503 1.866
H 1.949 -1.019 1.553
H 0.489 -1.460 3.290
```

***

(3)
Here is a molecular structure, C25H31InN6O2SSi from the Open Molecules 2025 dataset. Energies are from the ωB97M-V functional and the def2-TZVPD basis.

Properties
- Orbital gap: 5.3 eV
- HOMO energy: -12.5 eV
- ΔE to the lowest compared entry with this formula, charge and spin: 2.494 eV
- 2S+1: 1
- DFT total energy: -63334.9240 eV
- Total charge: +2
- E_LUMO: -7.2767 eV

Geometry as XYZ:
```
67
C25H31InN6O2SSi (the ωB97M-V functional and the def2-TZVPD basis)
In 0.016 -0.340 0.219
C 4.306 -1.117 1.608
Si 3.348 -1.131 -0.043
C 2.308 -2.718 -0.122
C 4.327 -1.011 -1.673
N 2.166 0.198 0.172
C 2.526 1.494 0.148
C 3.874 1.911 0.041
C 4.238 3.232 0.097
C 3.287 4.240 0.245
C 1.958 3.894 0.318
C 1.580 2.552 0.265
O 0.277 2.155 0.427
C -0.793 2.792 -0.007
C -2.035 2.140 0.461
C -3.267 2.878 0.151
C -3.260 3.946 -0.679
C -2.053 4.414 -1.247
C -0.842 3.847 -0.916
H 5.014 -1.935 1.670
H 3.604 -1.227 2.432
H 4.859 -0.198 1.765
H 2.963 -3.577 -0.202
H 1.648 -2.731 -0.991
H 1.710 -2.850 0.780
H 4.958 -1.888 -1.782
H 4.979 -0.146 -1.733
H 3.669 -0.982 -2.540
H 4.640 1.163 -0.036
H 5.285 3.490 0.049
H 3.590 5.272 0.325
H 1.210 4.655 0.488
H -1.948 1.882 1.527
H -4.189 2.506 0.578
H -4.181 4.451 -0.916
H -2.082 5.243 -1.938
H 0.070 4.215 -1.361
N -3.017 0.000 -0.479
C -2.062 0.686 -0.135
H -3.982 0.314 -0.444
S -0.969 -2.734 0.595
C -2.556 -2.770 0.006
N -2.794 -2.804 -1.343
C -4.044 -2.893 -1.828
C -5.095 -3.011 -0.956
C -4.782 -3.026 0.414
N -3.561 -2.894 0.862
H -1.999 -2.753 -1.974
H -4.170 -2.871 -2.902
H -6.107 -3.100 -1.308
H -5.554 -3.131 1.164
N -0.412 0.175 2.424
C -0.084 -0.227 3.467
N 0.265 -0.616 4.626
C 1.457 -0.075 5.271
C 1.051 0.498 6.637
O 0.380 -0.471 7.396
C -0.819 -0.871 6.783
C -0.536 -1.535 5.428
H 1.896 0.695 4.634
H 2.175 -0.890 5.410
H 0.413 1.385 6.491
H 1.941 0.783 7.200
H -1.484 -0.004 6.641
H -1.295 -1.583 7.458
H -1.462 -1.770 4.902
H 0.039 -2.454 5.580
```

***

(4)
Here is a single C25H31N3O3 molecule from the Open Molecules 2025 dataset. Energies are from the ωB97M-V functional and the def2-TZVPD basis.

Properties
- Orbital gap: 8.4 eV
- HOMO energy: -7.8 eV
- ΔE to the lowest compared entry with this formula, charge and spin: 0.000 eV
- 2S+1: 1
- DFT total energy: -37042.8638 eV
- Total charge: 0
- SMILES: CC[C@@H]1CN(C(=O)N2CCC(C(=O)NCCc3ccccc3)CC2)c2ccccc2O1
- E_LUMO: 0.5977 eV

Geometry as XYZ:
```
62
C25H31N3O3 (the ωB97M-V functional and the def2-TZVPD basis)
C -1.081 -2.359 6.047
H -2.033 -2.586 5.572
C -0.138 -1.706 5.045
C 0.088 -2.601 3.822
C 1.077 -1.978 2.836
N 0.514 -0.803 2.202
C 1.421 0.249 1.951
O 2.250 0.564 2.780
N 1.309 0.843 0.741
C 0.757 0.218 -0.438
H 0.133 -0.632 -0.165
H 0.136 0.946 -0.967
C 1.892 -0.248 -1.353
H 1.461 -0.735 -2.230
C 2.772 0.942 -1.762
C 1.972 1.864 -2.681
O 1.455 2.904 -2.331
N 1.894 1.409 -3.952
H 2.302 0.519 -4.189
C 1.043 2.027 -4.942
H 0.641 2.927 -4.473
H 1.639 2.316 -5.814
C -0.092 1.088 -5.376
C -0.868 0.581 -4.191
C -1.638 1.451 -3.427
C -2.332 0.991 -2.323
C -2.273 -0.346 -1.967
C -1.510 -1.219 -2.722
C -0.811 -0.756 -3.823
H -0.222 -1.448 -4.412
H -1.459 -2.265 -2.453
H -2.813 -0.702 -1.103
H -2.925 1.678 -1.737
H -1.693 2.494 -3.700
H 0.328 0.244 -5.929
H -0.752 1.639 -6.049
C 3.272 1.657 -0.502
C 2.121 2.006 0.442
H 2.513 2.392 1.383
H 1.483 2.756 -0.032
H 3.790 2.576 -0.779
H 3.976 1.004 0.018
H 3.637 0.573 -2.327
H 2.506 -0.977 -0.818
C -0.869 -0.710 2.091
C -1.519 0.427 1.612
C -2.892 0.448 1.458
C -3.654 -0.662 1.782
C -3.035 -1.769 2.333
C -1.661 -1.793 2.515
O -1.120 -2.887 3.141
H -3.603 -2.631 2.647
H -4.723 -0.655 1.640
H -3.367 1.341 1.081
H -0.943 1.303 1.366
H 1.315 -2.722 2.061
H 1.998 -1.685 3.344
H 0.463 -3.578 4.146
H -0.554 -0.750 4.719
H 0.829 -1.509 5.510
H -1.261 -1.694 6.887
H -0.655 -3.287 6.422
```